H26O13 | wB97M-V/def2-TZVPD

- Molecular weight: 234.20 g mol⁻¹
- HOMO: -9.349 eV
- Orbital gap: 0.337 Eh
- LUMO: -0.17 eV
- Net charge: 0
- Energy above the lowest of the compared OMol25 structures with the same formula, charge and spin: 218.50 kJ/mol
- Multiplicity: 1

Geometry as XYZ:
```
39
Properties=species:S:1:pos:R:3:nbo_charge:R:1
O -1.677 2.704 -1.034 -0.97
H -0.842 2.285 -1.041 0.48
H -2.281 2.318 -1.671 0.47
O -0.402 -0.077 0.281 -0.99
H 0.073 0.506 -0.225 0.47
H 0.091 -0.261 1.050 0.49
O -0.157 -1.885 -2.263 -0.97
H 0.003 -1.058 -2.726 0.49
H -0.081 -2.663 -2.816 0.48
O 0.808 -0.003 2.684 -0.95
H 0.574 0.841 3.018 0.48
H 0.190 -0.560 3.222 0.49
O 0.594 -3.276 2.654 -1.00
H 0.825 -3.088 1.718 0.50
H 1.220 -2.879 3.262 0.46
O 2.500 -0.436 -1.700 -0.96
H 3.284 0.079 -1.532 0.48
H 2.801 -1.180 -2.217 0.49
O -1.205 0.434 -3.235 -0.94
H -1.196 0.658 -4.124 0.48
H -0.821 1.201 -2.855 0.49
O 0.777 1.775 -1.460 -1.03
H 1.360 2.130 -0.694 0.51
H 1.317 1.100 -1.821 0.50
O 1.177 -2.482 0.231 -0.96
H 2.143 -2.300 0.386 0.47
H 0.910 -1.744 -0.288 0.52
O 1.760 2.428 0.934 -0.94
H 1.022 2.295 1.470 0.50
H 1.838 3.393 0.868 0.48
O -2.755 -0.203 -1.028 -0.97
H -2.474 -0.030 -1.972 0.46
H -1.917 -0.115 -0.630 0.47
O -0.762 2.476 2.325 -1.00
H -1.394 2.978 2.873 0.50
H -1.237 1.698 1.974 0.51
O -2.278 -2.096 2.062 -0.95
H -2.387 -2.911 2.598 0.47
H -1.384 -2.055 1.729 0.48
```



C29H59N12O3PmS3 | wB97M-V/def2-TZVPD

- Molecular weight: 865.07 g mol⁻¹
- HOMO (spin up / spin down): -6.437 / -6.434 eV
- Orbital gap (spin up / spin down): 0.245 / 0.245 Eh
- LUMO (spin up / spin down): 0.24 / 0.24 eV
- Net charge: 0
- Energy above the lowest of the compared OMol25 structures with the same formula, charge and spin: 90.95 kJ/mol
- Multiplicity: 5

Geometry as XYZ:
```
107
Properties=species:S:1:pos:R:3:mulliken_spin:R:1
Pm -1.146 0.279 0.191 4.05
C 2.482 3.301 3.740 0.00
N 1.899 2.790 2.542 0.00
C 2.796 2.762 1.431 0.00
C 0.577 2.382 2.471 0.00
N -0.124 2.413 1.376 0.00
C -0.078 3.608 0.500 0.00
C -1.432 3.705 -0.252 0.00
N -1.558 2.562 -1.161 0.00
C -0.648 2.741 -2.337 0.00
C 0.237 1.531 -2.701 0.00
N 1.134 1.107 -1.584 -0.01
C 2.413 1.102 -1.895 0.00
N 2.949 1.868 -2.904 0.00
C 2.666 3.296 -2.939 0.00
C 3.808 1.272 -3.884 0.00
N 3.208 0.179 -1.302 0.00
C 2.785 -1.211 -1.110 0.00
C 4.617 0.500 -1.020 0.00
C -2.971 2.494 -1.598 0.01
C -3.292 1.249 -2.410 0.00
N -2.925 -0.010 -1.775 0.00
C -3.291 -1.103 -2.411 0.00
N -3.714 -2.168 -1.659 0.00
C -4.196 -2.061 -0.302 0.00
C -3.341 -3.526 -2.070 0.00
N -3.366 -1.232 -3.803 0.00
C -4.405 -2.035 -4.494 0.00
C -2.333 -0.709 -4.646 0.00
N 0.099 1.831 3.586 0.00
C -1.261 2.017 4.033 0.00
C 0.802 0.918 4.444 0.00
H 3.001 4.254 3.578 0.00
H 3.231 2.546 4.152 0.00
H 1.726 3.479 4.494 0.00
H 3.736 2.292 1.731 0.00
H 3.036 3.787 1.118 0.00
H 2.295 2.291 0.564 0.00
H 0.744 3.600 -0.201 0.00
H 0.000 4.569 1.107 0.00
H -1.471 4.623 -0.828 0.00
H -2.254 3.666 0.506 0.00
H 0.021 3.579 -2.093 0.00
H -1.265 2.991 -3.232 0.00
H 0.711 1.790 -3.621 0.00
H -0.365 0.588 -2.815 0.00
H 2.492 3.578 -1.882 0.00
H 1.826 3.598 -3.507 0.00
H 3.558 3.775 -3.300 0.00
H 3.884 0.224 -3.763 0.00
H 4.784 1.807 -3.910 0.00
H 3.423 1.348 -4.894 0.00
H 1.714 -1.330 -1.097 0.00
H 3.175 -1.515 -0.136 0.00
H 3.165 -1.824 -1.890 0.00
H 4.712 1.570 -1.077 0.00
H 5.291 -0.023 -1.734 0.00
H 4.884 0.150 -0.032 0.00
H -3.268 3.397 -2.194 0.00
H -3.600 2.575 -0.729 0.00
H -2.861 1.353 -3.413 0.00
H -4.350 1.267 -2.563 0.00
H -4.693 -1.131 -0.133 0.00
H -3.326 -2.107 0.409 0.00
H -4.859 -2.914 -0.085 0.00
H -2.793 -3.523 -3.022 0.00
H -4.206 -4.157 -2.252 0.00
H -2.735 -4.001 -1.323 0.00
H -5.148 -2.471 -3.865 0.00
H -3.935 -2.798 -5.092 0.00
H -5.014 -1.342 -5.163 0.00
H -1.488 -0.468 -3.953 0.00
H -2.641 0.206 -5.196 0.00
H -2.052 -1.493 -5.340 0.00
H -1.346 2.849 4.731 0.00
H -1.605 1.167 4.579 0.00
H -1.887 2.202 3.185 0.00
H 0.866 1.273 5.470 0.00
H 1.766 0.774 3.974 0.00
H 0.287 -0.016 4.381 0.00
S -4.247 -0.092 4.047 0.00
C -3.297 -0.116 2.722 0.00
S -3.605 0.960 1.362 -0.02
S -1.861 -1.068 2.559 -0.01
C -0.044 -3.684 0.482 0.00
O -0.335 -3.418 -0.860 0.00
C -0.443 -2.114 -1.151 0.01
O -0.416 -1.797 -2.368 -0.01
H -0.152 -4.773 0.532 0.00
H -0.683 -3.107 1.178 0.00
H 0.956 -3.401 0.771 0.00
N 1.188 -0.590 1.586 0.00
C 1.374 -1.469 2.326 0.00
N 1.507 -2.495 3.124 0.00
C 0.660 -2.883 4.226 0.00
C 0.458 -4.373 4.145 0.00
O 1.632 -5.126 4.171 0.00
C 2.440 -4.730 3.052 0.00
C 2.764 -3.212 3.138 0.00
H -0.321 -2.426 4.143 0.00
H 1.151 -2.603 5.175 0.00
H -0.120 -4.610 3.275 0.00
H -0.129 -4.684 5.028 0.00
H 1.912 -4.984 2.130 0.00
H 3.383 -5.287 3.073 0.00
H 3.400 -2.830 2.330 0.00
H 3.268 -2.991 4.108 0.00
```



C15H19Br27ClN2 | wB97M-V/def2-TZVPD

- Molecular weight: 2420.19 g mol⁻¹
- HOMO: -11.360 eV
- Orbital gap: 0.273 Eh
- LUMO: -3.93 eV
- Net charge: +1
- Energy above the lowest of the compared OMol25 structures with the same formula, charge and spin: 312.88 kJ/mol
- Multiplicity: 1

Geometry as XYZ:
```
64
Properties=species:S:1:pos:R:3:nbo_charge:R:1
C -0.682 4.444 -1.252 -0.64
C -0.758 2.818 -0.993 -0.44
C -2.274 2.189 -1.088 -0.27
Cl -2.347 0.931 -2.495 -0.03
C -3.467 3.312 -1.158 0.48
N -3.803 4.392 -2.162 -0.54
C -5.017 5.138 -1.633 -0.05
C -5.459 4.432 -0.221 -0.04
N -4.433 3.304 0.017 -0.54
H -1.330 5.063 -0.462 0.22
H -1.128 4.756 -2.314 0.18
H 0.442 4.772 -1.246 0.26
H -0.059 2.317 -1.789 0.26
H -0.392 2.644 0.123 0.24
H -2.446 1.538 -0.103 0.29
H -3.221 4.558 -3.021 0.48
H -5.466 6.058 -2.222 0.29
H -6.363 4.772 0.440 0.30
H -4.451 2.686 0.865 0.48
C -0.587 -0.201 2.384 -0.49
Br 0.735 0.828 3.372 0.12
Br -2.262 0.770 2.190 0.05
Br 0.102 -0.806 0.669 0.11
H -0.803 -1.096 2.976 0.24
C 4.182 0.440 5.976 -0.49
Br 3.601 -1.082 4.913 0.08
Br 6.097 0.399 6.313 0.11
Br 3.621 2.129 5.190 0.08
H 3.684 0.360 6.948 0.23
C 3.437 -3.203 -1.153 -0.49
Br 3.830 -2.103 0.403 0.09
Br 3.087 -5.052 -0.663 0.09
Br 1.996 -2.453 -2.224 0.07
H 4.335 -3.202 -1.780 0.23
C -1.663 -3.803 -3.880 -0.49
Br -1.270 -2.703 -2.324 0.08
Br -2.013 -5.652 -3.390 0.11
Br -3.104 -3.053 -4.950 0.07
H -0.765 -3.802 -4.507 0.23
C -7.142 0.060 -0.527 -0.49
Br -8.389 -0.461 -1.927 0.12
Br -5.429 0.622 -1.256 0.07
Br -7.902 1.405 0.656 0.07
H -6.954 -0.831 0.081 0.23
C 2.611 6.581 0.992 -0.49
Br 3.005 7.680 2.548 0.11
Br 2.262 4.731 1.482 0.08
Br 1.170 7.331 -0.079 0.08
H 3.509 6.581 0.365 0.23
C -5.813 -4.854 -6.964 -0.49
Br -5.053 -6.612 -6.624 0.09
Br -5.900 -4.459 -8.867 0.09
Br -7.542 -4.633 -6.099 0.08
H -5.135 -4.120 -6.516 0.22
C 6.320 -8.058 -0.830 -0.49
Br 5.636 -9.168 -2.273 0.09
Br 7.756 -8.939 0.142 0.10
Br 6.848 -6.295 -1.460 0.08
H 5.497 -7.911 -0.122 0.23
C 9.320 -1.082 8.384 -0.49
Br 8.636 -2.191 6.940 0.09
Br 10.756 -1.963 9.356 0.10
Br 9.848 0.681 7.754 0.09
H 8.497 -0.935 9.092 0.23
```



C4H7NO2 | wB97M-V/def2-TZVPD

- Molecular weight: 101.10 g mol⁻¹
- HOMO: -8.325 eV
- Orbital gap: 0.340 Eh
- LUMO: 0.92 eV
- Net charge: 0
- Energy above the lowest of the compared OMol25 structures with the same formula, charge and spin: 273.37 kJ/mol
- Multiplicity: 1

Geometry as XYZ:
```
14
Properties=species:S:1:pos:R:3:nbo_charge:R:1
N 0.270 0.355 -1.799 -0.86
C -0.444 -0.255 -0.733 -0.12
C -1.360 0.531 0.091 -0.21
C -0.809 0.333 1.312 -0.22
C 0.440 -0.323 0.891 0.51
O 0.756 -1.521 1.492 -0.72
O 1.578 0.440 0.675 -0.74
H -0.173 1.189 -2.164 0.38
H 0.526 -0.274 -2.550 0.38
H -0.674 -1.308 -0.870 0.20
H -2.173 1.166 -0.234 0.20
H -1.198 0.437 2.314 0.20
H 1.653 -1.450 1.843 0.49
H 1.609 0.681 -0.269 0.50
```